Entry 1:
Below is a structure of composition C24H67N4O12V at a distorted geometry, with properties calculated with wB97M-V/def2-TZVPD.

Positions of all 108 atoms, in Å:
O  0.5306  2.8002  -4.2228
V  0.4470  1.3297  -4.7100
O  -1.0855  1.0549  -5.1726
C  1.8207  0.9202  -0.7886
C  0.8938  -0.0667  -1.5084
C  0.0179  -0.7689  -0.4379
O  0.1435  0.5709  -2.5037
H  2.4051  0.4195  -0.0163
H  1.2603  1.6899  -0.2515
H  2.3124  1.4515  -1.6081
H  1.5403  -0.8119  -1.9976
H  -0.8535  -1.1911  -0.9399
H  -0.4052  0.0473  0.1561
H  0.4855  -1.4600  0.2606
C  -3.2222  -1.4466  -3.0893
O  -4.4024  -1.7533  -3.1493
N  -2.2138  -2.3614  -3.3599
N  -2.7278  -0.2156  -2.8357
H  -1.3152  -2.1134  -2.9873
H  -2.5876  -3.2469  -3.6491
H  -1.7533  -0.0253  -3.0341
H  -3.2896  0.5246  -2.4621
C  3.5913  0.4897  -4.6508
O  2.6935  1.3615  -4.5314
N  3.8322  -0.3843  -3.6632
N  4.5207  0.5417  -5.6219
H  4.6680  -0.9312  -3.5891
H  3.1511  -0.3103  -2.9186
H  5.4112  0.1062  -5.4810
H  4.2704  1.1439  -6.3880
C  -1.7336  5.9109  1.1979
C  -0.8019  4.7343  1.3999
O  0.2258  4.8143  0.3970
H  -2.1386  5.8906  0.1877
H  -1.2075  6.8465  1.3810
H  -2.5928  5.8748  1.8738
H  -1.3287  3.7798  1.3249
H  -0.2820  4.8057  2.3558
H  -0.0351  4.2645  -0.3689
C  -2.5141  4.5820  -2.3686
C  -2.0524  3.2184  -1.8158
O  -0.6405  3.1855  -1.6289
H  -3.1737  4.4829  -3.2330
H  -1.6685  5.1939  -2.6926
H  -3.0335  5.2772  -1.7084
H  -2.3665  2.3402  -2.3722
H  -2.5000  3.2209  -0.8152
H  -0.3864  2.2569  -1.7906
C  2.1643  2.4424  2.9479
C  3.1006  3.5927  2.6033
C  3.6217  3.6194  1.1539
O  2.3702  4.8302  2.7107
H  1.4628  2.3049  2.1194
H  1.4837  2.6567  3.7714
H  2.7643  1.5545  3.1535
H  3.9268  3.6356  3.3138
H  4.3988  4.3378  0.8869
H  2.7828  3.8063  0.4827
H  4.1506  2.6878  0.9155
H  1.7947  4.8917  1.9392
C  4.9399  -1.3826  1.0655
C  3.8128  -1.9223  1.9833
C  3.6161  -3.4356  1.8000
O  4.0170  -1.5809  3.3363
H  5.9367  -1.7930  1.2203
H  4.9298  -0.2943  1.0645
H  4.5768  -1.7409  0.0957
H  2.9139  -1.4234  1.6079
H  4.5827  -3.9170  1.9950
H  3.2287  -3.7369  0.8289
H  3.0081  -3.9194  2.5689
H  4.4819  -2.3495  3.6878
C  -4.6361  1.1604  2.8478
C  -4.7508  0.3705  1.5826
C  -3.6458  0.4129  0.5731
O  -5.1827  -0.9773  1.8013
H  -5.6128  1.2090  3.3261
H  -4.2658  2.1559  2.5832
H  -3.9100  0.8490  3.6061
H  -5.6251  0.8211  1.0961
H  -3.5027  1.2972  -0.0511
H  -3.7698  -0.3605  -0.1876
H  -2.7041  0.2027  1.0941
H  -4.6684  -1.3557  2.5250
C  -1.3835  -1.6334  3.2286
C  -2.1040  -2.9325  2.8309
C  -1.2244  -4.1668  3.1003
O  -3.4085  -2.9566  3.4431
H  -0.6161  -1.3445  2.5113
H  -0.9347  -1.6843  4.2243
H  -2.1460  -0.8572  3.3033
H  -2.3955  -2.7663  1.7898
H  -1.5876  -5.0913  2.6580
H  -1.1548  -4.1254  4.1906
H  -0.2177  -3.9884  2.7220
H  -3.4092  -3.6891  4.0687
C  -1.1687  -4.2051  -0.5353
C  -0.5009  -5.3488  -1.2164
C  1.0005  -5.1497  -1.4917
O  -0.5463  -6.5512  -0.4195
H  -0.6957  -4.0002  0.4278
H  -2.1564  -4.6077  -0.2879
H  -1.3343  -3.2650  -1.0506
H  -1.0729  -5.6586  -2.0984
H  1.4843  -5.0930  -0.5156
H  1.2266  -4.2699  -2.0969
H  1.3841  -6.0517  -1.9691
H  -0.7395  -7.2564  -1.0386

Output
energy: -82191.376 eV
charge: 0
M: 654.76 g mol⁻¹

***

Entry 2:
Below is a cluster of 7 separate species, C24H67N7O9 in total at a distorted geometry, with properties calculated with wB97M-V/def2-TZVPD.

Positions of all 107 atoms, in Å:
C  -1.0116  -1.8990  3.9564
C  -0.0854  -1.7496  2.7827
C  -0.6066  -2.5069  1.5809
O  -0.9560  -3.7506  1.8923
C  -1.6531  -4.3484  0.8028
N  0.2547  -0.2793  2.4477
H  -0.4973  0.2120  2.2661
H  0.8816  -0.1340  3.2207
H  0.7950  -0.2821  1.5529
H  -1.5000  -2.8119  4.0854
H  -1.8737  -1.0966  4.1540
H  -0.6227  -1.9179  4.9301
H  0.6859  -2.4487  3.3854
H  0.2100  -2.6291  0.7731
H  -1.4868  -1.9395  1.0479
H  -2.4614  -3.8426  0.4139
H  -2.2060  -5.2983  1.0729
H  -1.0202  -4.7151  0.0477
N  1.1717  -0.2060  -0.9466
O  1.9213  0.0983  -1.8877
O  1.5652  0.0188  0.2187
O  0.0186  -0.7072  -1.1095
C  6.1387  2.8965  1.1902
C  4.8118  2.4875  1.7055
C  3.7037  2.4102  0.4800
O  3.6635  3.6278  -0.2055
C  2.6323  3.8678  -1.1906
N  4.8076  1.2006  2.3639
H  6.6743  2.2058  0.4967
H  6.6010  3.0507  2.1574
H  6.1496  3.9539  1.0941
H  4.3048  3.3254  2.2711
H  2.8504  2.1820  1.0637
H  3.8157  1.5785  -0.2563
H  2.6556  3.1578  -1.9609
H  2.8658  4.7446  -1.7268
H  1.6096  3.7919  -0.9284
H  4.6428  0.5733  1.5767
H  5.6235  1.2655  2.8858
C  -2.0284  2.8653  3.6054
C  -2.1067  2.3553  2.1164
C  -0.7860  2.7082  1.2279
O  -0.4862  4.0720  1.2827
C  -1.2753  4.9188  0.3997
N  -2.3717  0.9201  2.1054
H  -2.9265  3.1014  4.1233
H  -1.3834  3.7263  3.6648
H  -1.3670  2.0733  4.3120
H  -2.8839  2.9651  1.7424
H  -1.0012  2.4540  0.3037
H  0.0678  2.2547  1.5278
H  -0.8986  5.0564  -0.5582
H  -1.1481  5.8735  0.8778
H  -2.2889  4.3696  0.3143
H  -2.8683  0.5509  1.0857
H  -3.1114  0.9596  2.7504
C  -0.5368  2.6250  -2.9388
C  -0.8349  1.3729  -3.6399
C  -2.1301  1.5736  -4.5133
O  -3.2447  1.4096  -3.6570
C  -4.5302  1.5223  -4.3479
N  0.1354  1.0398  -4.5347
H  -1.2167  2.6343  -2.0262
H  -0.5306  3.3567  -3.4705
H  0.6053  2.6215  -2.5944
H  -0.8580  0.5336  -2.9642
H  -2.0664  0.7522  -5.3002
H  -2.1338  2.4584  -5.0727
H  -4.6971  0.6273  -4.9208
H  -4.8737  2.2374  -4.9971
H  -5.3926  1.2450  -3.6000
H  -0.0373  0.2623  -5.0972
H  0.9950  0.8243  -3.7992
C  5.0549  -2.3641  2.0488
C  4.5051  -2.3431  0.6067
C  3.1965  -3.2147  0.5219
O  3.3026  -4.7056  0.8746
C  2.0206  -5.3757  0.6177
N  4.2780  -1.0525  0.1269
H  4.2164  -2.1855  2.6445
H  5.6145  -1.2864  2.1196
H  5.4931  -3.1839  2.2529
H  5.0887  -2.8460  0.0896
H  2.6503  -3.3871  -0.3312
H  2.3508  -2.7956  1.1803
H  2.2859  -6.3481  1.2166
H  1.7192  -5.3394  -0.3783
H  1.3331  -5.0444  1.2276
H  4.3019  -1.0447  -0.8621
H  3.4100  -0.8414  0.4547
C  -5.1636  -0.4165  -0.8055
C  -3.5720  -0.8790  -0.7553
C  -3.3440  -1.9760  -1.7155
O  -4.1592  -3.1603  -1.4564
C  -4.1009  -4.0887  -2.5357
N  -2.6501  0.3300  -0.8540
H  -5.4047  0.0098  -1.8448
H  -5.4850  0.2160  -0.1689
H  -5.7932  -1.2482  -0.6502
H  -3.5295  -1.1609  0.3636
H  -2.2849  -2.4195  -1.6040
H  -3.5193  -1.6614  -2.8014
H  -4.8888  -4.9132  -2.4445
H  -3.0745  -4.3434  -2.2950
H  -4.3425  -3.4952  -3.3733
H  -1.7363  -0.3334  -0.6853
H  -2.6360  0.4914  -1.8969

Output
energy: -54812.643 eV
charge: 0
M: 597.84 g mol⁻¹
energy relative to the best compared isomer or geometry (same formula, charge and spin): 2.275 eV

***

Which formula does entry 1 have?
C24H67N4O12V

***

What is the formula in the first record?
C24H67N4O12V

***

Among the records above, which one has the highest energy?
C24H67N7O9